62
Properties=species:S:1:pos:R:3 method="wB97M-V/def2-TZVPD" charge=+2 s2=6.0524 multiplicity=5 gap_ev="6.7 / 3.5" total_energy_ev=-44985.2776 homo_ev="-12.601 / -13.865"
C 1.1792 2.7311 0.5787
C 0.1578 2.8769 -0.3891
C -1.1089 2.6729 0.2413
H 0.3155 3.1243 -1.4351
C -0.8883 2.6075 1.6677
C 0.5682 2.5503 1.8676
H 1.0880 2.5584 2.8174
H 2.2500 2.7485 0.3863
H -2.0800 2.7198 -0.2350
H -1.6417 2.7814 2.4233
Ru -0.3353 0.6979 1.2096
C -1.2154 -1.6068 -1.6754
H -2.1840 -1.2897 -1.2743
H -0.7467 -2.3375 -1.0169
H -1.4215 -2.1261 -2.6253
Si -0.1020 -0.1050 -2.0918
C 1.5286 -0.3400 -2.9551
C 2.3840 0.7826 -2.9896
H 2.0009 1.7663 -2.7052
C 3.7349 0.6373 -3.3098
H 4.3940 1.5080 -3.2794
C 4.2419 -0.6304 -3.6151
H 5.3072 -0.7481 -3.8124
C 3.3884 -1.7414 -3.6352
H 3.7937 -2.7309 -3.8659
C 2.0322 -1.6037 -3.3031
H 1.3808 -2.4778 -3.2799
C -1.1416 1.1194 -3.0153
C -0.6807 1.7286 -4.1896
H 0.3239 1.5109 -4.5571
C -1.5125 2.6046 -4.8989
H -1.1268 3.0971 -5.7940
C -2.8231 2.8444 -4.4690
H -3.4788 3.5121 -5.0364
C -3.2888 2.2344 -3.2954
H -4.3042 2.4239 -2.9356
C -2.4503 1.3802 -2.5679
H -2.8168 0.9032 -1.6519
H -1.2964 0.1506 0.0481
H 0.5134 0.6688 -0.9834
C 1.1359 -3.5148 0.8973
C 1.0114 -2.1353 0.7116
N 0.2794 -1.3870 1.5495
C -0.1137 -1.9027 2.7394
C 0.0376 -3.2910 3.0340
C 0.6201 -4.1050 2.0431
C -0.4112 -3.7401 4.3181
C -0.8179 -2.8541 5.2958
C -0.8353 -1.4407 5.0631
C -1.0880 -0.4793 6.0593
C -0.9990 0.8564 5.7234
C -0.7355 1.2316 4.4006
N -0.5661 0.3355 3.4095
C -0.5536 -0.9827 3.7432
H 1.6326 -4.0839 0.1181
H 1.4655 -1.6278 -0.1394
H 0.6727 -5.1807 2.2144
H -0.4035 -4.8149 4.5146
H -1.1202 -3.2137 6.2862
H -1.3326 -0.8098 7.0674
H -1.1453 1.6493 6.4503
H -0.6723 2.2871 4.1488